1.
A structure of composition H26KrO13 at a distorted geometry. Source: the OMol25 dataset; level of theory: the ωB97M-V functional and the def2-TZVPD basis.

Each line ends with the Löwdin charge.
CARTESIAN COORDINATES (ANGSTROEM)
O 2.344 2.213 1.485  -0.07
H 2.872 1.740 -1.111  0.02
O 0.020 -1.331 4.357  -0.05
H 3.512 -1.312 -3.607  0.05
H 0.185 -4.434 -2.445  0.04
O -2.093 3.220 -0.704  -0.07
H 1.418 2.382 1.657  -0.02
O 2.948 -1.266 -2.835  -0.05
H -0.535 3.205 2.410  0.07
H -3.007 -2.925 1.286  0.05
H -0.115 -3.921 -1.052  0.04
O 0.261 -0.188 -3.715  -0.05
H 1.085 -0.624 -3.496  -0.01
H -1.956 2.399 -1.177  -0.03
H -0.289 -0.883 -4.076  0.04
H 1.994 0.514 2.804  0.00
O -0.541 2.642 1.635  -0.08
H -2.754 -1.790 -1.070  -0.01
O -2.573 -1.606 -1.991  -0.05
H -1.390 1.007 -3.063  0.00
O -3.272 -2.121 0.841  -0.03
H 0.707 -1.079 3.740  -0.02
H 3.849 2.145 -2.194  0.05
H -1.499 3.167 0.045  -0.03
H 2.773 3.055 1.632  0.05
O -2.257 1.251 -2.737  -0.05
H -1.840 -2.180 -2.211  0.00
H 0.121 -0.724 5.090  0.05
H -1.045 1.873 1.902  -0.02
H 3.170 -0.429 -2.425  -0.01
O 2.301 -0.344 3.096  -0.06
O 3.542 1.387 -1.697  -0.04
H 2.733 -0.172 3.933  0.06
H -2.459 0.255 2.788  0.07
H -2.708 -1.443 1.214  0.01
O -0.512 -4.048 -1.914  -0.04
H -2.662 0.420 -2.489  0.01
O -1.534 0.266 2.544  -0.12
Kr 0.290 -0.203 0.252  0.33
H -1.083 -0.117 3.296  0.01

As for the relative energy (zero: lowest compared OMol25 entry of this formula, charge and spin): 4.3 kcal/mol. The multiplicity is 1. The LUMO energy is -0.22 eV. The HOMO-LUMO gap is 0.35252 hartree.

---

2.
A cluster of 12 separate species, H26NO11 in total at a distorted geometry. Source: the OMol25 dataset; level of theory: the ωB97M-V functional and the def2-TZVPD basis.

Each line ends with the Löwdin charge.
CARTESIAN COORDINATES (ANGSTROEM)
O -0.434 1.027 -2.749  -0.09
H 1.406 2.825 1.856  -0.01
H -0.902 -0.246 0.163  0.19
H -2.237 -2.246 -1.349  0.00
O -2.403 -2.076 -2.294  -0.05
H 0.314 0.890 -0.319  0.05
N 0.148 0.128 0.296  0.28
H -3.031 0.891 1.362  0.02
H 2.187 1.685 -1.045  -0.03
H -1.519 -3.532 -0.011  0.05
O -0.962 -2.784 0.132  -0.06
H 1.480 3.407 0.452  -0.01
H 0.556 3.445 -1.924  -0.07
O 3.043 -0.555 1.758  -0.02
H 0.818 -3.260 -1.210  0.11
H -0.706 -1.042 3.446  0.01
H 0.643 0.378 1.203  0.15
H -1.753 2.145 -0.005  0.09
H -1.483 0.997 -2.854  0.14
O 1.256 2.791 1.018  0.11
H -2.697 -2.925 -2.593  0.03
O 1.613 -2.543 -1.490  -0.21
H -4.085 -0.213 1.788  0.08
H 0.910 2.216 -2.358  0.03
H -0.735 2.247 1.006  -0.11
H 3.209 1.239 0.233  0.10
O 1.207 2.959 -1.827  0.06
H -0.225 0.247 -3.289  0.07
H -1.677 -2.210 3.037  0.06
H 3.581 0.246 1.885  0.06
H -1.045 -2.813 1.120  0.05
H 2.532 -2.672 -0.942  0.11
O -0.955 -1.625 2.799  -0.01
O -3.444 0.035 1.044  -0.12
O -1.494 1.909 0.895  0.03
H 3.467 -1.296 1.417  0.01
H 0.636 -0.654 0.076  0.04
O 2.798 0.992 -0.732  -0.12

As for the relative energy (zero: lowest compared OMol25 entry of this formula, charge and spin): 121.7 kcal/mol. Its total charge is +1. The multiplicity is 1. The LUMO energy is -2.96 eV. The HOMO-LUMO gap is 0.39888 hartree.

---

3.
A structure of composition H26NeO13 at a distorted geometry. Source: the OMol25 dataset; level of theory: the ωB97M-V functional and the def2-TZVPD basis.

Each line ends with the Löwdin charge.
CARTESIAN COORDINATES (ANGSTROEM)
O -3.566 0.843 -0.862  -0.04
O 2.663 1.113 -2.473  -0.02
H 2.845 1.020 -3.408  0.08
O -3.682 -1.835 -1.685  -0.06
H -0.942 -1.581 -2.994  0.05
H -0.382 -0.552 -2.035  -0.02
H 0.204 -3.863 -0.070  0.05
H 2.181 1.469 1.059  -0.01
H 4.409 0.629 0.134  0.08
H 3.142 -1.312 0.520  -0.02
H -3.553 -2.197 -0.808  0.02
Ne -0.173 0.082 0.035  0.08
H -3.605 -0.888 -1.567  -0.03
H -4.500 1.017 -0.745  0.05
H -0.149 2.448 0.517  -0.02
H 0.779 1.244 -2.471  -0.01
H -1.609 -1.140 1.954  -0.02
O -1.050 -1.898 2.127  -0.06
H -3.215 0.810 0.028  -0.01
O 0.880 -0.661 3.994  -0.06
O 3.421 -2.207 0.328  -0.06
H 0.296 0.038 4.287  0.02
H -0.756 -2.181 1.261  -0.01
H -2.275 1.279 2.352  0.07
H 2.129 2.946 0.729  0.04
O -0.634 -3.423 -0.215  -0.05
O -2.598 0.543 1.831  -0.03
H -0.530 -2.981 -1.058  0.00
O -0.139 1.436 -2.282  -0.05
H 3.118 0.688 -0.654  0.02
H -0.113 1.982 -1.496  -0.01
O 3.463 0.520 0.223  -0.03
O -0.863 2.979 0.163  -0.05
H 0.451 -1.023 3.218  -0.02
H -3.505 0.430 2.112  0.07
H 4.377 -2.173 0.365  0.02
O 1.748 2.286 1.308  -0.05
H 3.047 1.957 -2.236  0.07
O -0.252 -1.449 -2.344  -0.05
H -1.063 3.606 0.858  0.05

As for the relative energy (zero: lowest compared OMol25 entry of this formula, charge and spin): 25.1 kcal/mol. The multiplicity is 1. The LUMO energy is -0.47 eV. The HOMO-LUMO gap is 0.36936 hartree.

---

4.
A cluster of 13 separate species, H26O13 in total at a distorted geometry. Source: the OMol25 dataset; level of theory: the ωB97M-V functional and the def2-TZVPD basis.

Each line ends with the Löwdin charge.
CARTESIAN COORDINATES (ANGSTROEM)
O -1.107 -2.930 -4.386  -0.02
O -2.688 0.704 -1.571  -0.01
H -0.248 -0.230 2.849  0.03
H -1.297 -2.022 -4.091  0.04
H 1.773 -4.575 3.032  0.01
H -0.090 2.186 -1.225  0.11
H -4.158 -0.630 2.511  -0.01
O -3.267 -4.038 0.096  -0.09
O -3.363 -0.450 2.931  -0.03
H -0.168 3.456 1.606  0.07
H 4.094 -0.795 -3.854  0.06
H -2.647 -0.442 2.311  -0.01
O 1.284 1.250 1.458  -0.05
H 0.050 0.627 -0.421  -0.04
O 2.248 -3.776 2.899  -0.04
H 1.198 1.850 0.776  -0.02
H 3.648 -1.123 -2.506  0.01
H 2.033 1.488 2.042  0.06
H -4.208 -3.855 -0.087  0.03
O -1.020 3.433 2.153  -0.06
H 0.343 -0.560 -1.276  0.05
H 3.927 0.809 3.157  0.03
H -1.649 2.811 1.844  0.00
O 0.503 -0.206 -0.390  -0.06
H -1.142 -2.816 -5.277  -0.03
H -3.294 1.108 -2.095  0.00
H 2.671 4.404 -3.300  0.05
H 4.658 -0.119 2.101  0.08
H -2.818 -0.204 -1.809  0.05
O 3.277 -1.080 -3.372  -0.07
H -2.857 -3.409 -0.570  0.06
H 1.195 4.208 -2.848  -0.04
O -0.594 0.143 2.072  -0.05
H -1.528 2.704 -1.288  0.05
H 1.673 -3.179 2.420  0.03
O 1.955 4.664 -2.705  -0.02
O 3.790 0.069 2.560  -0.07
H -0.681 1.099 2.232  0.03
O -1.078 1.869 -1.276  -0.12

As for the relative energy (zero: lowest compared OMol25 entry of this formula, charge and spin): 153.5 kcal/mol. The multiplicity is 1. The LUMO energy is -0.23 eV. The HOMO-LUMO gap is 0.35373 hartree.

---

5.
A cluster of 13 separate species, H26O13 in total. Source: the OMol25 dataset; level of theory: the ωB97M-V functional and the def2-TZVPD basis.

Each line ends with the Löwdin charge.
CARTESIAN COORDINATES (ANGSTROEM)
H -0.819 1.919 2.496  0.01
O 1.392 -1.081 -1.678  -0.04
H -1.056 -1.775 1.782  -0.01
O 3.272 -1.060 0.821  -0.04
O 0.937 -0.322 2.707  -0.04
O -0.202 -1.782 -4.331  -0.06
H -1.588 2.998 -1.736  0.04
H -1.246 1.747 -0.920  -0.01
H 0.323 1.986 3.507  0.04
O -0.744 -3.387 -2.023  -0.08
H -3.155 -0.445 -2.336  0.06
O 2.740 1.451 0.093  -0.06
O -0.556 0.196 0.034  -0.07
H -1.988 -0.281 -1.371  -0.01
O -2.745 1.320 1.616  -0.05
H 1.621 2.689 0.347  -0.03
O -2.403 -0.918 -1.968  -0.04
H 3.869 -1.596 1.356  0.08
H -2.421 -2.146 2.352  0.04
H -0.377 -3.150 -2.895  0.00
H 3.486 1.865 -0.358  0.07
O -1.927 2.128 -1.502  -0.07
H -2.313 0.714 0.995  0.00
H 1.491 -0.727 3.386  0.07
H 2.383 -1.286 1.140  0.04
H 0.159 0.499 0.615  0.04
O -1.624 -2.531 1.971  -0.05
H 2.102 -0.426 -1.627  0.05
H -1.242 -2.616 -1.700  0.00
H 0.170 -1.423 -3.512  0.00
O 0.952 3.407 0.409  -0.10
H -0.059 -1.097 -4.991  0.05
H 0.050 -0.305 3.089  0.05
H 1.755 -1.880 -1.276  0.06
H 3.094 0.620 0.475  0.01
H -0.126 -0.428 -0.578  0.04
H 0.632 3.361 1.326  -0.01
H -3.685 1.245 1.422  0.05
O -0.153 2.516 2.860  -0.04

As for the relative energy (zero: lowest compared OMol25 entry of this formula, charge and spin): 32.0 kcal/mol. The multiplicity is 1. The LUMO energy is -0.55 eV. The HOMO-LUMO gap is 0.35503 hartree.

---

6.
A structure of composition H26O13 at a distorted geometry. Source: the OMol25 dataset; level of theory: the ωB97M-V functional and the def2-TZVPD basis.

Each line ends with the Löwdin charge.
CARTESIAN COORDINATES (ANGSTROEM)
H 1.128 -2.050 -2.434  -0.04
O -3.025 -1.272 -1.361  -0.05
H 0.639 -2.957 -0.322  0.12
H 0.895 3.249 -0.397  0.01
H 2.237 -0.055 -2.129  -0.04
H 3.776 1.218 0.963  -0.01
H -0.901 0.397 2.387  0.01
H 2.013 -2.595 -0.685  0.11
H 2.674 -0.851 2.515  0.00
H 2.238 2.381 -0.003  -0.03
H 0.916 0.233 -1.651  0.00
O -1.034 -2.524 1.944  0.02
O 0.898 -2.932 -2.763  -0.14
O -0.798 3.570 0.013  -0.05
H 0.417 0.625 1.767  -0.02
O -2.486 0.504 1.249  -0.08
H -1.781 -2.594 1.380  0.02
H -2.807 -0.444 -1.874  0.04
H -1.251 3.190 0.833  0.10
H -2.814 1.290 -2.200  0.04
H -0.481 0.205 -0.275  -0.02
O 1.862 3.064 -0.584  -0.10
O -2.381 1.768 -1.504  -0.03
H -0.867 -1.647 1.986  -0.08
H -0.132 -2.988 -3.014  0.12
O 0.371 0.326 -0.477  0.02
H 2.220 -2.025 1.868  -0.02
H -1.137 2.844 -0.485  -0.03
H -3.228 2.009 -1.074  0.09
H -2.599 0.042 0.361  0.03
O 2.960 -1.757 2.389  -0.05
O 2.965 1.128 1.260  0.07
O 1.269 -2.163 -0.141  -0.12
H -3.843 -0.935 -0.962  0.05
H -3.138 0.277 1.958  0.10
H 0.918 -0.500 -0.176  0.10
H 2.817 1.930 1.656  0.03
O 0.048 0.217 2.527  -0.03
O 1.445 -0.178 -2.545  -0.12

As for the relative energy (zero: lowest compared OMol25 entry of this formula, charge and spin): 111.9 kcal/mol. The multiplicity is 1. The LUMO energy is -1.10 eV. The HOMO-LUMO gap is 0.33332 hartree.